[1]
This record from the Open Molecules 2025 dataset describes 3 unconnected molecules or ions with the total composition C18H22F2N6O6S2. The level of theory is ωB97M-V with the def2-TZVPD basis set.

Atoms and positions in Å:
N1 -6.109 -0.843 3.044
H1 -5.484 0.604 1.729
H2 -6.377 -2.901 -1.559
C1 -3.456 -1.166 -2.969
N2 3.489 1.316 0.352
H3 -4.920 -2.761 -3.827
C2 3.476 -0.772 -2.650
O1 8.661 2.676 1.335
S1 7.225 2.618 1.217
C3 -3.177 -0.297 -1.714
C4 -5.503 -2.176 -1.604
F1 8.085 5.277 2.040
O2 6.179 5.497 0.643
C5 0.645 0.896 -2.122
H4 -0.508 -1.065 -2.200
O3 2.281 -3.272 -3.421
C6 -1.919 0.678 -1.760
H5 -6.612 -2.193 4.509
C7 -5.396 0.256 2.753
F2 6.941 1.152 1.806
H6 3.204 -5.011 -1.298
C8 -4.529 0.423 4.963
C9 1.960 0.892 -1.228
H7 -3.681 0.365 0.442
N3 4.051 0.462 -0.519
C10 -4.595 0.919 3.669
H8 0.867 0.614 -3.209
C11 -6.026 -1.304 4.303
H9 0.200 1.959 -2.163
C12 -4.667 -2.126 -2.920
H10 -1.851 1.142 -2.817
H11 -4.038 1.801 3.379
N4 6.383 3.468 2.236
O4 3.902 -2.060 -2.170
H12 -1.953 1.530 -0.993
H13 5.023 0.125 -0.436
N5 2.221 1.637 0.009
H14 2.814 -3.632 -0.113
N6 3.169 0.156 -1.517
O5 6.037 5.834 3.051
S2 6.517 5.013 1.962
C13 2.904 -3.063 -2.354
H15 -3.914 0.915 5.709
C14 -5.258 -0.711 5.291
H16 -5.844 -1.341 0.605
H17 2.566 -0.787 -3.333
H18 1.472 -4.427 -1.229
H19 -2.766 -1.048 -3.881
H20 4.354 -0.352 -3.272
H21 -5.231 -1.124 6.291
C15 2.557 -4.068 -1.132
O6 6.698 2.466 -0.125
C16 -0.507 -0.104 -1.558
H22 -0.332 -0.438 -0.483
C17 -5.220 -1.319 -0.354
C18 -4.007 -0.327 -0.408

## Properties
**Largest force on an atom**: 5.4 eV/A
**E**: -67343.7832 eV
**Multiplicity**: 1
**Total charge**: 0

---

[2]
This record from the Open Molecules 2025 dataset describes 2 unconnected molecules or ions with the total composition C2HO4S. The level of theory is ωB97M-V with the def2-TZVPD basis set.

Atoms and positions in Å:
C1 1.731 -0.724 -0.232
S1 -1.325 0.222 -0.209
H1 -0.127 1.536 0.984
O1 1.697 -1.645 0.527
O2 2.150 0.108 -0.965
C2 -0.006 0.444 0.736
O3 -2.437 1.194 -0.279
O4 -1.683 -1.135 -0.562

## Properties
**Largest force on an atom**: 2.7 eV/A
**E**: -21114.3352 eV
**Multiplicity**: 1
**Total charge**: -1
**ΔE to the lowest compared entry with this formula, charge and spin**: 2.381 eV

---

[3]
This record from the Open Molecules 2025 dataset describes 13 unconnected molecules or ions with the total composition C21H68N14O13. The level of theory is ωB97M-V with the def2-TZVPD basis set.

Atoms and positions in Å:
N1 -1.453 -6.489 -0.608
N2 1.988 1.252 -2.385
H1 -2.006 -7.185 -1.071
N3 -0.254 0.597 0.157
H2 -2.260 -3.248 2.211
C1 -2.907 2.696 -2.601
C2 -1.090 4.433 1.668
H3 0.402 3.766 0.263
C3 3.042 -5.545 -1.225
H4 2.686 3.378 4.565
C4 3.610 -1.419 -0.129
H5 3.406 -6.183 -3.278
H6 2.833 1.640 -2.002
H7 -4.454 -3.606 3.636
H8 -2.427 3.028 0.710
C5 4.335 -1.734 -1.407
C6 -3.995 -0.206 1.460
H9 0.524 0.229 -4.977
H10 3.491 3.873 -1.363
H11 -0.934 -6.820 0.159
H12 1.385 2.899 -1.482
O1 -5.792 -1.794 0.639
C7 -4.442 -1.614 1.071
N4 -3.616 3.422 -3.605
C8 -0.451 -0.421 -0.637
N5 -2.277 -4.777 -1.721
H13 -3.623 0.368 0.584
N6 1.427 -2.051 4.269
H14 -2.830 -5.497 -2.066
H15 5.371 -1.950 -1.173
H16 -1.221 2.625 -3.863
H17 3.286 -3.261 0.523
C9 1.315 -0.903 3.568
H18 -0.114 -2.331 -0.893
H19 -3.355 3.185 -4.572
H20 1.493 -4.532 -0.378
C10 -1.238 -5.222 -0.973
H21 -0.146 -1.835 0.786
H22 -3.145 -0.373 2.125
H23 2.863 6.039 3.933
H24 -4.815 0.379 1.920
H25 2.534 -1.506 -0.392
H26 -1.204 1.511 -2.543
H27 3.644 0.670 -0.296
O2 -2.173 -3.220 5.389
H28 1.261 -2.875 3.643
H29 -4.290 -2.230 1.964
N7 -1.632 2.311 -2.991
H30 2.278 -2.296 4.790
C11 -3.529 -1.988 -3.747
H31 3.167 0.078 1.342
C12 -1.026 5.917 1.798
O3 -0.244 -4.626 -0.706
H32 -5.042 -0.541 -3.161
H33 4.028 -5.781 -0.767
H34 4.231 -0.888 -2.098
H35 -3.993 -4.970 4.496
C13 -2.545 -3.448 4.259
H36 -4.601 3.549 -3.446
H37 1.931 1.042 3.442
O4 -3.405 2.360 -1.534
H38 1.306 3.056 2.233
H39 -0.988 6.467 0.849
N8 -2.102 -2.115 -3.483
H40 3.949 -2.608 -1.899
H41 -3.204 4.498 1.330
H42 2.626 5.517 2.196
H43 2.831 3.700 0.223
H44 1.475 0.595 -1.797
C14 2.955 5.250 3.201
O5 3.802 -2.469 0.841
H45 2.346 -6.364 -1.102
C15 3.830 -0.039 0.455
O6 -0.793 -0.212 -1.843
H46 -1.627 -2.763 -4.095
H47 -6.339 -1.027 0.455
H48 -1.944 6.313 2.285
H49 -1.691 -1.219 -3.259
H50 4.875 0.054 0.761
H51 2.200 -4.878 -3.086
N9 0.771 0.314 -4.044
H52 0.099 0.034 -3.323
H53 -0.777 1.442 0.004
H54 2.423 6.106 -1.668
H55 -1.019 -2.532 2.972
O7 1.485 3.839 -1.265
C16 2.238 3.941 3.746
H56 -2.361 -3.914 -2.250
N10 -3.707 -4.234 3.885
O8 -4.190 -2.816 -4.345
H57 3.438 6.375 -0.178
H58 -1.156 3.912 2.634
O9 0.201 3.796 1.250
H59 1.700 6.083 -0.090
C17 1.865 1.125 -3.797
N11 -4.035 -0.734 -3.229
N12 1.865 0.198 4.064
C18 2.705 4.242 -0.720
H60 3.953 -4.575 -3.052
C19 3.176 -5.249 -2.741
N13 -0.299 -1.628 -0.214
H61 -3.478 -0.281 -2.454
C20 -2.276 4.125 0.850
N14 -1.944 -2.924 3.090
H62 -2.171 4.657 -0.118
O10 2.177 2.927 2.729
H63 1.910 0.210 5.072
H64 -0.111 6.146 2.337
H65 1.203 4.208 4.098
C21 2.605 5.770 -0.636
O11 0.725 -0.859 2.464
H66 0.166 0.437 1.072
H67 -3.835 -1.982 0.224
O12 2.464 -4.401 -0.539
O13 2.673 1.639 -4.552
H68 4.010 4.969 3.182

## Properties
**Largest force on an atom**: 3.5 eV/A
**E**: -70364.4873 eV
**Multiplicity**: 1
**Total charge**: 0
**ΔE to the lowest compared entry with this formula, charge and spin**: 0.000 eV

---

| no. | LUMO (eV) | HOMO-LUMO gap (eV) | E_HOMO (eV) |
| --- | --- | --- | --- |
| 1 | -2.42 | 6.562 | -9.0 |
| 2 | 3.84 | 8.105 | -4.3 |
| 3 | 0.29 | 9.573 | -9.3 |